Entry 1:
DFT (wB97M-V/def2-TZVPD) results for a molecular structure, C18H28N4O2S2SbSn.

Each line ends with the natural charge from an NBO analysis.
Atoms and positions in Å:
Sn -0.310 0.657 -0.717  1.1921
C -5.620 -0.543 -1.610  -0.5827
C -5.352 0.681 -0.722  -0.5332
C -3.954 0.733 -0.447  0.4491
N -2.815 0.669 -0.310  -0.4634
H -6.669 -0.571 -1.888  0.2359
H -5.376 -1.460 -1.083  0.2176
H -5.019 -0.498 -2.514  0.2203
H -5.917 0.617 0.212  0.2680
H -5.649 1.602 -1.231  0.2691
C -1.885 -2.628 3.448  -0.6308
C -0.750 -3.062 2.540  -0.6505
Sb -0.781 -1.950 0.633  0.9937
C 0.549 -3.171 -0.599  -0.7015
C 0.785 -4.581 -0.091  -0.6228
C -2.706 -2.658 -0.127  -0.7070
C -2.911 -4.157 -0.189  -0.6244
H -1.850 -3.190 4.379  0.2300
H -2.854 -2.809 2.986  0.2036
H -1.811 -1.569 3.690  0.2159
H -0.818 -4.124 2.313  0.2285
H 0.212 -2.864 3.011  0.2330
H 1.492 -2.624 -0.660  0.2303
H 0.107 -3.183 -1.598  0.2233
H 1.240 -4.562 0.896  0.2107
H 1.456 -5.117 -0.761  0.2256
H -0.148 -5.137 -0.034  0.2069
H -2.792 -2.218 -1.123  0.2184
H -3.463 -2.195 0.507  0.2165
H -2.184 -4.622 -0.849  0.2101
H -3.906 -4.381 -0.573  0.2213
H -2.827 -4.604 0.798  0.2097
N 4.556 6.189 -1.493  -0.7705
C 3.752 5.315 -0.838  0.2089
C 3.914 5.071 0.536  -0.2747
C 3.083 4.191 1.196  -0.1267
C 2.085 3.532 0.492  -0.4349
C 1.940 3.727 -0.871  -0.1639
C 2.759 4.608 -1.538  -0.2200
S 0.998 2.406 1.302  2.3138
O -0.343 2.551 0.672  -1.0041
O 1.015 2.526 2.714  -0.8931
N 1.387 0.898 0.808  -1.0402
C 2.474 0.672 0.058  0.2058
S 4.115 0.864 0.569  0.4392
C 4.610 0.252 -0.978  -0.4335
C 3.538 -0.042 -1.744  -0.0455
N 2.328 0.212 -1.166  -0.5500
H 5.152 6.807 -0.969  0.4001
H 4.286 6.482 -2.415  0.3968
H 4.699 5.582 1.074  0.2246
H 3.172 4.013 2.256  0.2465
H 1.154 3.209 -1.415  0.2189
H 2.637 4.757 -2.602  0.2139
H 5.652 0.140 -1.199  0.2517
H 3.565 -0.444 -2.740  0.2238

For the LUMO energy, the calculation gives -2.8962 eV. As for the gap between HOMO and LUMO: 7.9 eV. The calculation puts the largest force on an atom at 1.833 eV Å⁻¹. Its calculated total energy is -2322.87807 Ha. The total charge is +1.

***

Entry 2:
DFT (wB97M-V/def2-TZVPD) results for C18H28N4O3 in the gas phase.

Each line ends with the natural charge from an NBO analysis.
Atoms and positions in Å:
C 0.422 -3.712 -3.223  -0.4078
N -0.095 -2.812 -2.131  -0.6287
C 0.094 -3.086 -0.838  0.6675
O 0.658 -4.116 -0.474  -0.6516
C -0.362 -2.037 0.222  -0.1363
C 0.134 -2.450 1.617  -0.4011
C -0.171 -1.441 2.735  -0.3960
C -1.680 -1.223 2.987  -0.4055
C -2.406 -0.261 2.032  -0.2144
N -1.766 1.056 1.994  -0.8745
N -0.003 -0.643 -0.050  -0.6036
C -0.544 0.131 -0.996  0.6972
O -1.275 -0.354 -1.895  -0.6835
C -0.223 1.655 -0.965  -0.1396
C 1.195 2.000 -1.402  -0.4104
C 2.264 1.522 -0.425  -0.0539
C 2.637 2.290 0.674  -0.1678
C 3.503 1.804 1.647  -0.2196
C 4.032 0.498 1.563  -0.2161
C 3.654 -0.269 0.457  -0.2126
C 2.849 0.236 -0.579  -0.2069
N -1.183 2.448 -1.760  -0.5853
C -2.397 2.792 -1.356  0.6942
C -3.183 3.614 -2.306  -0.7065
O -2.814 2.486 -0.258  -0.6559
H 1.486 -3.843 -3.074  0.2057
H 0.279 -3.161 -4.209  0.2008
H -0.087 -4.662 -3.200  0.2089
H -0.559 -1.939 -2.380  0.4363
H -1.444 -2.082 0.153  0.2198
H -0.162 -3.451 1.897  0.2373
H 1.242 -2.499 1.565  0.2147
H 0.236 -1.874 3.654  0.2109
H 0.349 -0.544 2.518  0.1955
H -2.134 -2.176 2.959  0.2036
H -1.809 -0.786 4.012  0.1940
H -3.432 -0.204 2.386  0.1689
H -2.401 -0.596 0.990  0.1804
H -1.833 1.438 2.923  0.3406
H -2.410 1.606 1.381  0.4071
H 0.610 -0.216 0.654  0.4292
H -0.251 1.960 0.049  0.2488
H 1.310 3.071 -1.528  0.2258
H 1.369 1.531 -2.394  0.2113
H 2.260 3.316 0.810  0.2072
H 3.754 2.423 2.516  0.2154
H 4.616 0.090 2.377  0.2213
H 4.056 -1.272 0.380  0.2187
H 2.637 -0.394 -1.403  0.2201
H -0.870 2.673 -2.691  0.3947
H -3.414 3.073 -3.197  0.2334
H -4.120 3.892 -1.828  0.2441
H -2.617 4.498 -2.591  0.2243

For the LUMO energy, the calculation gives 0.5883 eV. As for the gap between HOMO and LUMO: 9.5 eV. The calculation puts the largest force on an atom at 2.693 eV Å⁻¹. The SMILES is CNC(=O)[C@@H](CCCCN)NC(=O)[C@@H](Cc1ccccc1)NC(C)=O. Its calculated total energy is -1147.49203 Ha.

***

Entry 3:
DFT (wB97M-V/def2-TZVPD) results for C18H28N4O4S2 in the gas phase.

Each line ends with the natural charge from an NBO analysis.
Atoms and positions in Å:
C -2.883 2.391 -0.704  -0.2509
O -3.923 1.441 -0.791  -0.5777
C -5.210 1.999 -1.023  -0.0717
C -5.914 2.450 0.264  -0.4417
C -6.631 1.287 0.962  -0.2264
N -5.784 0.126 1.043  -0.6011
C -5.988 -0.986 0.300  0.2709
S -7.462 -1.431 -0.297  -0.2600
N -4.917 -1.787 0.100  -0.4405
N -3.604 -1.307 0.133  -0.4792
C -2.603 -2.177 -0.195  0.6245
O -2.797 -3.363 -0.362  -0.5977
C -1.267 -1.523 -0.294  -0.0478
C -0.358 -2.017 -1.227  -0.1801
C 0.886 -1.428 -1.362  -0.1806
C 1.220 -0.362 -0.548  -0.3146
S 2.822 0.417 -0.762  2.3164
O 2.985 1.386 0.289  -0.9485
O 2.925 0.875 -2.115  -0.9359
N 3.814 -0.919 -0.598  -0.6777
C 5.055 -0.874 -1.346  -0.2273
C 6.113 -0.031 -0.638  -0.4196
C 6.351 -0.560 0.778  -0.2142
C 7.394 0.280 1.510  -0.5971
C 5.020 -0.558 1.533  -0.4273
C 3.970 -1.365 0.771  -0.2243
C 0.340 0.121 0.402  -0.1893
C -0.911 -0.458 0.530  -0.2281
H -2.845 3.008 -1.607  0.1790
H -3.000 3.045 0.166  0.1678
H -1.952 1.832 -0.614  0.1999
H -5.792 1.210 -1.508  0.2072
H -5.117 2.839 -1.721  0.1808
H -5.174 2.887 0.938  0.2000
H -6.646 3.221 0.025  0.2232
H -7.519 0.990 0.398  0.2446
H -6.941 1.589 1.967  0.2003
H -4.854 0.278 1.405  0.3917
H -5.035 -2.666 -0.394  0.4366
H -3.520 -0.327 -0.145  0.4324
H -0.648 -2.858 -1.837  0.2398
H 1.604 -1.778 -2.085  0.2405
H 4.812 -0.454 -2.323  0.2396
H 5.403 -1.904 -1.472  0.1978
H 5.757 1.000 -0.585  0.2104
H 7.041 -0.049 -1.213  0.2139
H 6.715 -1.593 0.708  0.1889
H 8.339 0.270 0.972  0.2080
H 7.056 1.310 1.593  0.2065
H 7.563 -0.109 2.512  0.2080
H 4.663 0.468 1.632  0.2293
H 5.147 -0.981 2.531  0.2112
H 2.992 -1.275 1.249  0.2148
H 4.248 -2.424 0.742  0.2031
H 0.655 0.944 1.025  0.2472
H -1.596 -0.102 1.284  0.2246

For the LUMO energy, the calculation gives -0.0821 eV. As for the gap between HOMO and LUMO: 8.1 eV. The calculation puts the largest force on an atom at 1.087 eV Å⁻¹. The SMILES is COCCCNC(=S)NNC(=O)c1ccc(S(=O)(=O)N2CCC(C)CC2)cc1. Its calculated total energy is -2019.03975 Ha.

***

Entry 4:
DFT (wB97M-V/def2-TZVPD) results for C18H28N6O3S in the gas phase.

Each line ends with the natural charge from an NBO analysis.
Atoms and positions in Å:
C -3.572 3.978 0.629  -0.3693
C -3.042 2.842 1.036  -0.1902
C -3.840 1.605 1.319  -0.2652
N -3.452 0.523 0.415  -0.4600
C -4.193 0.377 -0.738  0.8030
O -5.143 1.073 -1.009  -0.6136
N -3.769 -0.636 -1.552  -0.6421
C -2.688 -1.496 -1.380  0.6849
O -2.479 -2.314 -2.255  -0.6310
C -1.948 -1.301 -0.150  -0.4491
C -0.836 -2.112 0.171  0.4454
C -0.291 -3.131 -0.778  -0.4849
C 0.645 -2.470 -1.797  -0.5942
N -0.236 -1.950 1.335  -0.5482
C 0.966 -2.554 1.845  -0.2518
C 1.713 -1.552 2.753  -0.2049
N 2.418 -0.480 2.096  -0.4535
C 1.587 0.461 1.371  -0.2436
C 2.416 1.701 1.017  -0.2090
N 3.554 1.309 0.203  -0.4608
C 3.430 1.197 -1.151  0.3061
S 3.985 -0.104 -2.016  -0.2739
N 2.833 2.209 -1.829  -0.6060
C 2.833 3.603 -1.444  -0.4216
C 4.366 0.334 0.904  -0.2239
C 3.546 -0.899 1.286  -0.2483
C -2.369 -0.262 0.764  0.6874
O -1.818 -0.020 1.846  -0.6818
H -2.972 4.850 0.432  0.1969
H -4.634 4.080 0.477  0.1981
H -1.974 2.735 1.177  0.1986
H -3.649 1.260 2.339  0.2359
H -4.904 1.789 1.167  0.2382
H -4.297 -0.770 -2.407  0.4299
H -1.112 -3.590 -1.326  0.2777
H 0.240 -3.906 -0.225  0.2084
H 1.451 -1.922 -1.313  0.2066
H 0.083 -1.781 -2.421  0.2261
H 1.086 -3.228 -2.438  0.2210
H -0.670 -1.224 1.927  0.4485
H 1.623 -2.868 1.033  0.2116
H 0.709 -3.436 2.444  0.2052
H 0.994 -1.104 3.445  0.2000
H 2.449 -2.109 3.340  0.2076
H 0.743 0.752 1.999  0.2221
H 1.195 0.038 0.429  0.1738
H 1.785 2.410 0.485  0.2127
H 2.796 2.163 1.932  0.2057
H 2.775 2.029 -2.822  0.4149
H 3.281 4.204 -2.236  0.2090
H 1.815 3.964 -1.275  0.1960
H 3.419 3.736 -0.536  0.2147
H 5.199 0.043 0.265  0.2431
H 4.746 0.817 1.809  0.2006
H 4.166 -1.583 1.868  0.2058
H 3.240 -1.403 0.356  0.1916

For the LUMO energy, the calculation gives 0.5067 eV. As for the gap between HOMO and LUMO: 8.5 eV. The calculation puts the largest force on an atom at 0.684 eV Å⁻¹. The SMILES is C=CCN1C(=O)NC(=O)/C(=C(\CC)NCCN2CCN(C(=S)NC)CC2)C1=O. Its calculated total energy is -1655.20928 Ha.